Record 1
{"formula": "C17H33ClIN8", "method": "the ωB97M-V functional and the def2-TZVPD basis", "spin_multiplicity": 1, "largest_force_ha_per_bohr": 0.053, "total_charge": 1, "homo_energy_ev": -11.53, "lumo_ev": -2.957, "species": ["N", "C", "C", "N", "C", "N", "C", "C", "C", "Cl", "N", "C", "C", "C", "I", "H", "H", "H", "H", "H", "H", "H", "H", "H", "H", "H", "H", "H", "H", "H", "H", "H", "H", "H", "H", "H", "C", "C", "N", "H", "H", "H", "C", "C", "N", "H", "H", "H", "C", "C", "N", "H", "H", "H", "C", "C", "N", "H", "H", "H"], "positions_angstrom": [[-1.984292, -3.014555, 0.970772], [-2.132293, -1.545915, 0.784048], [-1.480060, -0.988377, -0.567541], [-0.618349, 0.167527, -0.207738], [0.700418, 0.128352, -0.076138], [1.324632, 1.349931, 0.292917], [0.808631, 1.916569, 1.582023], [1.833411, 2.854829, 2.335600], [2.651067, 1.966178, 3.366331], [1.512944, 1.427645, 4.720300], [1.366079, -1.122718, -0.342551], [2.490423, -1.398057, 0.594213], [2.158868, -2.416502, 1.769500], [1.177750, -3.595350, 1.375846], [2.128418, -5.542710, 1.203434], [-1.722990, -3.129863, 1.960479], [-2.930667, -3.414672, 0.929315], [-3.209681, -1.200473, 0.878496], [-1.585896, -1.036954, 1.644665], [-0.980023, -1.770530, -1.194265], [-2.336101, -0.582364, -1.196185], [-1.102647, 1.069660, -0.051512], [2.344980, 1.299927, 0.252402], [-0.086891, 2.567423, 1.313454], [0.393835, 1.075453, 2.208010], [1.221237, 3.584855, 2.955681], [2.470546, 3.490878, 1.657447], [2.941682, 1.012059, 2.838961], [3.525942, 2.536917, 3.773856], [1.660814, -1.161921, -1.322888], [3.303486, -1.893136, -0.029348], [2.968542, -0.481294, 1.043153], [3.149646, -2.904536, 2.043868], [1.835973, -1.840127, 2.687468], [0.414505, -3.686849, 2.208854], [0.588607, -3.430810, 0.435941], [-1.595835, -1.147888, -4.788713], [-1.911250, -2.214784, -3.796276], [-2.159536, -3.047993, -3.026347], [-0.688643, -0.621361, -4.490878], [-1.443748, -1.591734, -5.772599], [-2.420606, -0.436792, -4.841635], [6.934615, -1.393217, 0.094383], [6.293127, -0.352890, -0.759866], [5.790377, 0.456051, -1.423612], [7.039391, -1.021651, 1.113898], [6.321068, -2.294544, 0.103847], [7.921197, -1.637660, -0.299245], [-5.035487, 1.595158, 0.410331], [-3.741312, 2.267839, 0.710294], [-2.731323, 2.794072, 0.944906], [-5.746282, 1.780895, 1.216355], [-5.445168, 1.981875, -0.523959], [-4.880531, 0.520266, 0.313295], [-4.294545, 4.438225, -3.097696], [-5.047779, 3.182188, -2.821582], [-5.636601, 2.204374, -2.605484], [-4.979262, 5.286362, -3.101075], [-3.538423, 4.592642, -2.327419], [-3.805989, 4.370075, -4.069789]], "atomic_forces_ev_per_a": [[-0.9, 0.8, 0.7], [0.4, 0.6, 0.5], [-1.7, -0.1, 0.3], [0.9, -0.1, -0.4], [-0.2, 0.9, -0.5], [-0.2, -2.7, 0.4], [-1.4, 1.8, -0.2], [-0.7, -0.7, 1.1], [-0.3, 0.3, -1.0], [0.9, 0.4, -0.8], [0.1, 2.4, 0.8], [1.5, -1.4, -0.1], [0.7, -0.2, -0.3], [-0.9, 0.9, 0.8], [-0.2, 0.7, 0.0], [-0.1, -0.2, -0.7], [0.6, -0.1, -0.2], [1.2, -0.4, -0.3], [-0.6, -0.5, -1.1], [-0.2, 0.8, 1.0], [1.2, -0.3, 0.6], [0.5, -0.6, -0.1], [-0.4, -0.1, 0.0], [1.0, -0.8, 0.4], [0.7, 1.0, -0.3], [0.7, -0.9, -0.8], [-0.5, -1.0, 0.5], [0.1, 1.0, 0.8], [-0.9, -0.9, -0.1], [-0.2, -0.1, 0.4], [-1.0, 0.7, 0.7], [-0.6, -0.8, -0.6], [-1.1, 0.8, -0.2], [0.0, -0.8, -1.0], [1.0, -0.2, -1.1], [0.8, -0.1, 0.9], [-0.2, -0.6, 0.5], [-0.2, -0.5, 0.3], [0.4, 1.3, -1.0], [0.0, -0.1, 0.0], [0.0, 0.0, 0.1], [0.0, -0.1, 0.0], [-0.3, 0.5, -0.4], [-0.3, 0.4, -0.3], [0.5, -1.1, 1.0], [0.0, 0.0, -0.1], [0.0, 0.1, 0.0], [-0.1, 0.0, 0.0], [0.5, 0.4, 0.3], [0.5, 0.2, 0.2], [-1.2, -0.9, -0.5], [0.1, 0.0, 0.0], [0.1, -0.1, 0.2], [0.0, 0.1, 0.0], [-0.4, -0.6, 0.1], [-0.4, -0.5, 0.0], [0.9, 1.4, -0.5], [0.0, -0.1, 0.0], [-0.1, 0.0, 0.0], [-0.1, 0.0, 0.1]]}

Record 2
{"formula": "C17H33NO14", "method": "the ωB97M-V functional and the def2-TZVPD basis", "spin_multiplicity": 1, "largest_force_ha_per_bohr": 0.018, "homo_energy_ev": -10.06, "smiles": "C[C@@H]1C[C@H](N)OC1=O.COC(=O)OC.COC(=O)OC.COC(=O)OC.COC(=O)OC", "lumo_ev": 0.449, "species": ["C", "C", "C", "C", "N", "O", "C", "O", "H", "H", "H", "H", "H", "H", "H", "H", "H", "C", "O", "C", "O", "O", "C", "H", "H", "H", "H", "H", "H", "C", "O", "C", "O", "O", "C", "H", "H", "H", "H", "H", "H", "C", "O", "C", "O", "O", "C", "H", "H", "H", "H", "H", "H", "C", "O", "C", "O", "O", "C", "H", "H", "H", "H", "H", "H"], "positions_angstrom": [[-0.540450, 2.846836, 1.061521], [-1.050376, 1.528640, 0.447882], [-0.339047, 0.278162, 0.994757], [-0.596206, -0.663048, -0.171336], [0.018705, -1.961963, -0.184145], [-0.115957, 0.159736, -1.263995], [-0.605601, 1.405658, -1.019405], [-0.635276, 2.244402, -1.872870], [0.136586, 2.642156, 1.894034], [-1.348827, 3.477633, 1.427116], [0.023125, 3.426380, 0.326989], [-2.136956, 1.459167, 0.521381], [0.719564, 0.549258, 0.908905], [-0.614700, -0.107999, 1.973765], [-1.677962, -0.747381, -0.333283], [1.028193, -1.829334, -0.165101], [-0.210691, -2.416537, 0.694323], [4.847175, 7.070868, -0.332346], [3.576234, 6.414419, -0.352653], [3.461435, 5.476427, -1.295430], [4.316677, 5.168086, -2.083111], [2.258745, 4.922811, -1.187720], [1.987959, 3.875856, -2.135124], [4.792659, 7.796139, 0.473700], [5.645051, 6.356763, -0.137463], [5.032140, 7.577928, -1.276977], [2.733692, 3.087201, -2.041626], [1.992928, 4.261600, -3.151764], [1.011354, 3.481734, -1.872973], [-4.814828, -3.447459, 0.344452], [-5.188097, -3.380064, 1.728392], [-4.665004, -2.357287, 2.393783], [-3.936199, -1.515709, 1.931687], [-5.077778, -2.418275, 3.657384], [-4.586877, -1.366786, 4.493038], [-5.314607, -4.323814, -0.054549], [-5.147282, -2.556552, -0.183881], [-3.737769, -3.559499, 0.240231], [-4.917907, -0.397858, 4.124867], [-3.499965, -1.391025, 4.541506], [-5.005299, -1.551907, 5.477254], [-1.196542, -3.635893, -3.087708], [-2.441547, -4.287831, -2.795739], [-2.815423, -5.200002, -3.686531], [-2.214143, -5.512597, -4.679546], [-3.981624, -5.716413, -3.289451], [-4.504638, -6.719930, -4.164099], [-1.025666, -2.935341, -2.277364], [-0.383897, -4.358896, -3.117796], [-1.254793, -3.105199, -4.035923], [-3.818520, -7.561285, -4.236382], [-4.686022, -6.308557, -5.154905], [-5.441079, -7.042141, -3.718996], [5.445407, -0.646727, 3.493729], [4.327061, 0.073045, 2.965526], [4.659374, 1.071877, 2.146646], [5.777699, 1.387279, 1.840135], [3.538760, 1.657219, 1.728475], [3.743409, 2.751287, 0.826069], [5.025968, -1.417278, 4.133175], [6.021951, -1.101897, 2.691138], [6.084759, 0.012935, 4.076547], [4.244719, 2.414692, -0.079646], [4.322794, 3.541571, 1.299496], [2.753432, 3.124715, 0.581934]], "atomic_forces_ev_per_a": [[0.0, 0.0, -0.1], [0.9, 0.2, 0.3], [-0.2, 0.3, -0.7], [-0.2, 0.3, 0.4], [0.4, 0.4, -0.1], [-0.4, -0.3, -0.2], [-0.3, 0.0, -0.2], [0.0, 0.0, 0.2], [-0.1, 0.0, 0.0], [0.0, 0.0, 0.0], [-0.1, 0.0, 0.0], [0.0, -0.1, -0.1], [0.1, -0.4, 0.7], [-0.1, 0.2, 0.0], [0.0, -0.4, 0.2], [0.0, -0.1, -0.1], [-0.1, -0.1, -0.1], [0.0, 0.1, 0.1], [0.0, 0.0, 0.0], [0.1, -0.1, 0.1], [0.0, 0.0, -0.1], [-0.1, 0.0, 0.0], [0.0, -0.2, 0.1], [0.0, 0.0, 0.0], [0.0, 0.0, -0.1], [0.0, 0.0, 0.0], [0.1, 0.0, -0.1], [0.0, 0.0, 0.0], [0.1, 0.2, -0.1], [0.0, -0.1, -0.1], [0.0, 0.0, 0.0], [0.0, -0.1, -0.1], [0.1, 0.1, 0.0], [0.0, 0.0, 0.0], [0.0, 0.0, 0.1], [0.0, 0.0, 0.0], [0.0, 0.0, 0.0], [0.0, 0.0, 0.0], [0.0, 0.0, 0.0], [0.0, 0.0, 0.0], [0.0, 0.0, 0.0], [0.1, 0.2, 0.0], [0.0, 0.0, 0.1], [0.0, 0.0, 0.0], [0.0, 0.0, 0.0], [0.0, 0.0, 0.0], [-0.1, -0.1, 0.0], [0.0, 0.0, 0.0], [0.0, 0.0, -0.1], [0.0, -0.1, 0.0], [0.0, 0.0, 0.0], [0.1, 0.0, 0.0], [0.0, 0.0, 0.0], [0.0, -0.1, 0.1], [0.0, 0.0, 0.0], [0.0, 0.0, 0.0], [0.0, 0.0, 0.0], [-0.1, 0.0, 0.0], [-0.1, 0.1, -0.1], [0.0, 0.0, 0.0], [0.0, 0.0, 0.0], [0.0, 0.0, 0.0], [0.1, 0.0, 0.0], [0.1, 0.0, 0.0], [0.0, 0.0, 0.1]]}

Record 3
{"formula": "C17H34Cl2N10O22P2", "method": "the ωB97M-V functional and the def2-TZVPD basis", "spin_multiplicity": 1, "largest_force_ha_per_bohr": 0.037, "homo_energy_ev": -8.19, "lumo_ev": -1.225, "species": ["C", "C", "O", "N", "C", "N", "C", "C", "Cl", "C", "P", "P", "O", "O", "O", "C", "C", "O", "O", "C", "Cl", "H", "H", "H", "H", "H", "H", "H", "H", "H", "H", "C", "N", "O", "O", "H", "H", "H", "C", "N", "O", "O", "H", "H", "H", "C", "N", "O", "O", "H", "H", "H", "C", "N", "O", "O", "H", "H", "H", "C", "N", "O", "O", "H", "H", "H", "C", "N", "O", "O", "H", "H", "H", "C", "N", "O", "O", "H", "H", "H", "C", "N", "O", "O", "H", "H", "H"], "positions_angstrom": [[-3.644196, 1.331804, 0.284258], [-3.725019, 0.924158, -1.154275], [-4.767270, 0.650115, -1.656783], [-2.531015, 0.873507, -2.012950], [-1.504244, 1.879090, -1.708996], [-2.044136, -0.437423, -2.106140], [-1.347792, -1.031926, -1.112109], [-0.876289, -2.307434, -1.231008], [-0.022960, -3.067807, 0.077776], [-1.087715, -3.031779, -2.424786], [-0.442618, -4.712950, -2.740003], [1.611976, -4.162296, -3.276113], [1.551707, -3.156518, -4.340425], [2.420897, -5.466855, -3.670876], [2.390764, -3.530676, -2.001712], [-1.825413, -2.425767, -3.432403], [-2.150072, -3.188217, -4.726238], [-3.358308, -3.318975, -4.975702], [-1.180318, -3.626336, -5.348392], [-2.282529, -1.120565, -3.250846], [-3.143576, -0.350976, -4.490362], [-3.518630, 0.480391, 0.941641], [-2.898081, 2.087791, 0.492198], [-4.603651, 1.771113, 0.541618], [-1.135751, 1.872005, -0.685779], [-1.929412, 2.837777, -1.989136], [-0.682750, 1.717014, -2.404779], [-1.171252, -0.496052, -0.195669], [-0.362369, -5.344975, -1.479599], [2.957543, -5.224896, -4.441036], [2.279950, -2.569369, -2.087601], [4.316666, -4.653976, 0.206588], [4.609666, -3.675185, 1.290567], [4.274409, -2.521415, 1.115750], [5.166295, -4.097753, 2.282722], [3.819597, -4.131812, -0.605493], [5.265109, -5.074795, -0.114428], [3.675536, -5.422272, 0.628794], [-5.609525, -5.052939, -5.922160], [-6.922646, -5.726113, -5.714563], [-7.064044, -6.404780, -4.717476], [-7.775230, -5.551461, -6.562383], [-4.955785, -5.294188, -5.095803], [-5.202519, -5.417765, -6.859932], [-5.789137, -3.984736, -5.967296], [2.627395, 0.993787, -4.290586], [2.505115, 0.759817, -2.825491], [2.476044, -0.385322, -2.429440], [2.433419, 1.729199, -2.099683], [2.674135, 0.031315, -4.787766], [1.752221, 1.554658, -4.604338], [3.535176, 1.566854, -4.452836], [-1.565994, 3.995733, 3.930434], [-2.506617, 3.278716, 3.028245], [-3.382665, 3.918738, 2.486058], [-2.333363, 2.083619, 2.890251], [-1.843992, 5.041988, 3.952187], [-1.652746, 3.549712, 4.906869], [-0.567972, 3.856711, 3.522100], [0.081889, 6.408181, 7.637798], [-0.886660, 5.708083, 6.750525], [-1.767312, 6.365790, 6.243397], [-0.724751, 4.512023, 6.596286], [-0.187175, 7.456717, 7.678480], [0.015386, 5.947067, 8.618353], [1.070911, 6.272649, 7.210964], [2.980673, 3.693461, 1.132204], [1.540310, 3.320041, 1.175932], [1.139775, 2.703145, 2.144546], [0.855712, 3.653491, 0.233067], [3.460602, 3.329234, 2.027514], [3.408987, 3.231990, 0.248018], [3.035747, 4.776377, 1.072816], [-1.683993, -1.380159, 4.107102], [-2.434583, -1.042892, 2.870133], [-3.641252, -1.005324, 2.926500], [-1.773587, -0.822399, 1.872588], [-2.397363, -1.547714, 4.904870], [-1.105296, -2.275881, 3.901499], [-1.034750, -0.538282, 4.329188], [6.691006, 2.202362, 3.313550], [6.790979, 3.177985, 2.192877], [7.865370, 3.688913, 1.981247], [5.773043, 3.392256, 1.560842], [7.665337, 2.113686, 3.778339], [5.955510, 2.585597, 4.014407], [6.369462, 1.254296, 2.892291]], "atomic_forces_ev_per_a": [[-0.1, 0.7, -0.2], [-0.4, 0.1, 0.2], [-0.4, -0.5, -0.5], [0.4, 0.4, 1.0], [0.2, -0.5, -0.6], [0.1, -0.5, -0.7], [0.3, 0.1, 0.9], [-0.1, -0.7, -0.5], [-0.3, 0.6, 0.0], [0.4, 0.4, 0.6], [-0.4, -1.4, -1.2], [-0.2, 1.4, 0.0], [0.1, 0.1, -0.2], [-0.1, -0.2, 0.5], [-0.2, -0.5, -0.3], [0.1, 0.1, 0.2], [-0.4, -0.8, -1.2], [-0.2, 0.3, 0.6], [0.5, 0.3, 0.4], [-0.3, 0.0, -0.4], [0.1, 0.1, 0.1], [0.3, -0.2, -0.1], [0.2, -0.2, 0.1], [-0.1, 0.0, 0.0], [0.1, 0.1, 0.1], [-0.1, 0.2, 0.3], [0.1, 0.0, 0.1], [-0.2, 0.4, -0.1], [0.4, 0.7, 0.3], [0.0, -0.2, -0.1], [0.2, 0.1, 0.1], [-0.1, 0.1, -0.2], [0.0, -0.1, -0.1], [0.0, 0.0, 0.0], [0.0, 0.0, 0.0], [0.1, -0.1, 0.2], [0.0, -0.1, 0.1], [0.1, 0.0, 0.1], [0.1, -0.1, 0.1], [0.1, 0.0, 0.0], [-0.1, 0.0, 0.0], [0.0, 0.0, 0.0], [0.0, 0.0, 0.0], [-0.1, 0.1, -0.1], [0.0, 0.0, -0.1], [0.0, -0.2, -0.1], [0.0, 0.0, 0.2], [0.0, -0.3, 0.0], [0.0, 0.2, -0.1], [0.0, -0.1, 0.1], [0.0, 0.1, 0.0], [-0.1, 0.1, 0.0], [-0.1, 0.1, -0.4], [0.1, 0.2, 0.0], [0.0, -0.1, -0.1], [0.0, -0.1, 0.2], [-0.1, 0.0, 0.0], [0.0, -0.1, 0.0], [0.0, -0.2, 0.0], [0.0, 0.2, 0.0], [0.1, 0.0, 0.1], [0.0, 0.0, 0.0], [0.1, 0.2, 0.3], [-0.1, 0.0, 0.0], [0.1, -0.1, 0.0], [0.0, -0.1, 0.0], [0.0, -0.1, 0.1], [0.2, 0.0, -0.1], [-0.1, 0.0, 0.0], [-0.1, 0.0, 0.0], [-0.1, -0.1, 0.0], [0.0, 0.1, -0.1], [0.0, 0.0, -0.1], [0.0, 0.0, 0.2], [0.0, 0.1, 0.1], [0.0, 0.0, -0.1], [0.0, -0.1, 0.1], [-0.1, 0.0, 0.0], [0.1, 0.1, -0.1], [0.1, 0.0, -0.1], [0.1, -0.1, 0.1], [0.1, 0.0, 0.0], [0.0, 0.0, 0.0], [0.1, 0.0, 0.0], [0.0, 0.0, 0.0], [-0.1, 0.0, -0.1], [-0.1, 0.0, 0.0]]}